The following is a quantum chemistry calculation of a structure of composition C32H47BrCrN7O10S, from the Open Molecules 2025 dataset.

Geometry as XYZ:
```
99
Properties=species:S:1:pos:R:3:forces:R:3
Cr 0.145 0.311 0.901 0.1 -0.6 -0.5
O 1.889 3.431 2.311 0.1 -0.1 -0.1
C 1.666 2.231 2.398 0.1 0.0 -0.2
O 1.698 1.399 1.400 -0.2 -0.1 0.1
C 1.393 1.620 3.744 -0.2 -0.1 -0.2
C 1.961 2.187 4.853 0.1 0.2 0.2
C 1.796 1.592 6.097 0.1 0.1 0.0
C 1.082 0.434 6.234 -0.1 -0.3 0.2
C 0.475 -0.138 5.129 0.0 0.0 -0.2
C 0.579 0.457 3.834 -0.1 -0.2 0.0
O -0.019 -0.021 2.794 -0.2 0.0 0.1
N -0.230 -1.401 5.371 0.0 0.1 0.2
O -0.862 -1.924 4.468 0.1 -0.1 -0.2
O -0.149 -1.892 6.483 0.1 0.1 0.0
N 2.419 2.193 7.281 0.0 0.0 0.1
O 2.342 1.587 8.334 0.0 0.1 -0.1
O 2.978 3.265 7.141 -0.1 -0.1 0.0
H 2.540 3.095 4.756 0.0 0.0 0.0
H 0.983 -0.036 7.199 0.0 0.0 0.0
C 1.244 -4.531 -4.589 0.0 -0.1 0.0
C 1.672 -3.166 -5.155 0.0 0.0 0.1
C 3.172 -3.209 -5.481 0.0 0.1 0.0
C 0.901 -2.911 -6.454 0.0 0.0 0.0
C 1.370 -2.099 -4.098 0.0 -0.1 0.0
C 2.246 -1.863 -3.046 0.0 0.0 0.0
C 1.911 -0.979 -2.042 -0.1 0.2 0.3
Br 3.231 -0.664 -0.712 0.0 0.1 -0.1
C 0.682 -0.284 -1.995 -0.4 -0.3 0.2
O 0.315 0.453 -0.938 0.6 0.3 -0.1
C -0.159 -0.425 -3.124 -0.1 0.0 0.0
C 0.206 -1.350 -4.109 -0.2 0.1 -0.1
C -1.451 0.384 -3.427 0.1 -0.1 0.2
C -2.637 -0.579 -3.585 0.0 0.0 0.0
C -1.222 1.147 -4.741 0.0 0.0 -0.1
C -1.860 1.425 -2.377 0.1 0.0 0.0
H 1.466 -5.335 -5.302 0.0 0.1 0.1
H 0.169 -4.540 -4.384 0.1 0.0 0.0
H 1.770 -4.743 -3.653 0.0 0.0 -0.1
H 3.348 -3.845 -6.353 0.0 0.0 0.1
H 3.757 -3.619 -4.654 0.0 0.1 -0.1
H 3.552 -2.208 -5.704 0.0 -0.1 0.0
H 1.213 -3.632 -7.215 0.0 0.0 0.0
H 1.091 -1.904 -6.837 0.0 -0.1 0.0
H -0.177 -3.031 -6.315 0.1 0.0 0.0
H 3.210 -2.355 -2.994 -0.1 0.0 0.0
H -0.473 -1.468 -4.946 0.1 0.0 0.1
H -2.471 -1.316 -4.374 0.0 0.0 0.1
H -3.543 -0.018 -3.838 0.1 0.0 0.0
H -2.813 -1.115 -2.647 0.0 0.0 -0.1
H -1.030 0.471 -5.579 0.0 0.1 0.0
H -0.362 1.815 -4.645 0.0 0.0 0.0
H -2.104 1.748 -4.986 0.1 0.0 0.0
H -2.067 0.965 -1.416 0.0 0.0 0.1
H -2.765 1.934 -2.727 0.1 0.0 0.0
H -1.075 2.170 -2.242 0.0 0.0 0.0
C -0.141 -4.025 -0.226 0.1 0.0 0.0
N 0.607 -3.887 1.019 -0.1 -0.2 0.0
C 0.971 -5.119 1.708 0.0 0.1 -0.1
C 1.051 -2.679 1.405 0.2 0.0 0.2
C 1.963 -2.589 2.599 -0.1 0.0 0.0
O 0.748 -1.675 0.765 -0.2 0.4 -0.3
H -1.063 -4.579 -0.044 0.0 0.0 0.0
H 0.452 -4.568 -0.965 0.0 0.0 0.0
H -0.378 -3.039 -0.615 0.0 0.0 0.0
H 0.192 -5.857 1.530 0.0 0.0 0.0
H 1.047 -4.960 2.781 0.0 0.0 0.0
H 1.917 -5.526 1.339 0.0 0.0 0.0
H 1.430 -2.856 3.513 0.0 0.0 0.0
H 2.312 -1.562 2.673 0.0 0.0 0.0
H 2.822 -3.252 2.481 0.0 0.0 0.0
C -1.769 6.389 2.048 0.0 0.1 0.0
C -0.901 6.511 0.793 0.0 -0.2 0.2
C 0.582 6.411 1.144 0.0 0.1 -0.1
C -1.299 5.484 -0.269 0.0 0.0 0.2
N -1.280 4.096 0.213 -0.4 0.5 0.0
C -0.291 3.220 0.272 0.2 0.0 0.1
N -0.773 2.123 0.804 -0.6 0.1 0.2
N -2.082 2.345 1.071 0.3 0.2 -0.1
N -2.399 3.532 0.723 0.4 -0.1 -0.1
H -1.633 7.270 2.680 0.0 -0.1 0.0
H -1.480 5.514 2.637 0.0 0.0 0.0
H -2.832 6.304 1.806 0.1 0.0 0.0
H -1.090 7.483 0.333 0.0 0.0 -0.1
H 0.827 5.451 1.602 0.0 0.0 0.0
H 0.849 7.191 1.860 0.0 0.0 0.0
H 1.214 6.539 0.259 -0.1 0.0 0.1
H -0.630 5.545 -1.125 0.0 -0.1 -0.1
H -2.319 5.662 -0.601 -0.1 0.0 -0.1
H 0.734 3.377 -0.027 -0.1 0.0 0.0
C -3.282 -2.568 1.391 0.0 -0.1 0.0
S -3.113 -0.808 1.124 0.2 0.0 -0.1
C -3.065 -0.379 2.859 -0.1 0.1 0.0
O -1.727 -0.662 0.524 0.0 0.0 0.3
H -4.218 -2.737 1.930 0.1 0.0 -0.1
H -2.427 -2.913 1.977 -0.1 0.0 -0.1
H -3.320 -3.058 0.419 0.0 0.0 0.0
H -4.067 -0.560 3.260 0.1 0.0 -0.1
H -2.825 0.677 2.922 0.0 0.1 0.0
H -2.314 -0.981 3.363 0.0 0.1 0.0
```
Forces are in eV/Å.

As for the spin multiplicity: 2. The calculation puts the largest force on an atom at 0.0156 Eh/bohr. The total energy comes out at -6399.82736 a.u. The calculation puts the relative energy (zero: lowest compared OMol25 entry of this formula, charge and spin) at 0.0 kcal per mole.